Entry 1:
Computed, not measured: an isolated molecule of C21H33N5O2 at a distorted geometry, with ωB97M-V/def2-TZVPD.

Each line ends with the Mulliken charge.
Atoms and positions in Å:
C: -5.97 -1.22 -0.26  -1.29
C: -4.99 -0.09 -0.24  0.69
C: -4.65 0.77 -1.30  -1.08
C: -3.70 1.63 -0.77  1.23
C: -2.93 2.72 -1.42  -1.51
N: -3.54 1.26 0.52  0.96
C: -2.62 1.77 1.50  -1.28
C: -1.20 1.24 1.24  -0.81
N: -1.23 -0.17 0.94  0.61
C: -1.58 -1.06 2.03  -1.30
C: -1.15 -0.54 -0.35  0.57
O: -0.81 0.25 -1.22  -0.71
C: -1.49 -1.98 -0.72  -0.94
C: -0.27 -2.61 -1.39  -1.02
C: 0.89 -2.55 -0.46  0.97
N: 0.90 -2.74 0.81  -0.19
N: 2.16 -2.51 1.25  -0.77
C: 2.86 -2.20 0.21  0.41
C: 4.30 -1.87 0.15  -0.62
C: 4.59 -0.63 -0.71  -1.23
C: 4.32 0.71 -0.01  0.62
C: 4.79 1.85 -0.92  -1.00
C: 4.57 3.21 -0.25  -0.76
C: 3.11 3.39 0.11  -0.75
C: 2.64 2.26 1.02  -0.73
C: 2.85 0.91 0.35  -0.31
O: 2.12 -2.21 -0.92  -0.26
N: -4.31 0.22 0.84  -1.02
H: -5.69 -1.95 -1.01  0.27
H: -6.97 -0.85 -0.51  0.32
H: -6.00 -1.69 0.71  0.36
H: -5.03 0.77 -2.29  0.40
H: -1.94 2.34 -1.69  0.18
H: -3.44 3.04 -2.33  0.42
H: -2.81 3.57 -0.76  0.31
H: -2.99 1.42 2.47  0.37
H: -2.62 2.86 1.49  0.44
H: -0.76 1.74 0.38  0.40
H: -0.57 1.42 2.12  0.48
H: -1.36 -0.55 2.97  0.32
H: -2.64 -1.32 2.01  0.38
H: -0.96 -1.96 1.99  0.45
H: -1.80 -2.56 0.14  0.52
H: -2.31 -1.93 -1.44  0.38
H: -0.01 -2.06 -2.29  0.23
H: -0.48 -3.65 -1.65  0.44
H: 4.66 -1.73 1.17  0.28
H: 4.82 -2.73 -0.28  0.37
H: 5.64 -0.66 -1.00  0.45
H: 3.99 -0.69 -1.62  0.42
H: 4.91 0.73 0.91  0.32
H: 5.84 1.72 -1.17  0.39
H: 4.22 1.82 -1.85  0.37
H: 4.90 4.00 -0.93  0.37
H: 5.18 3.26 0.65  0.33
H: 2.96 4.36 0.60  0.40
H: 2.50 3.39 -0.81  0.30
H: 1.59 2.39 1.26  0.04
H: 3.21 2.30 1.95  0.39
H: 2.53 0.12 1.04  0.22
H: 2.24 0.85 -0.55  0.22

Values from the calculation:
electronic energy = -1244.29341 hartree
relative energy (zero: lowest compared OMol25 entry of this formula, charge and spin) = 31.66 kcal per mole
lowest unoccupied orbital energy = 0.8 eV
HOMO energy = -8.75 eV
SMILES = Cc1cc(C)n(CCN(C)C(=O)CCc2nnc(CCC3CCCCC3)o2)n1

Entry 2:
Computed, not measured: a structure of composition C32H41N4O3SiTa at a distorted geometry, with ωB97M-V/def2-TZVPD.

Each line ends with the Mulliken charge.
Atoms and positions in Å:
Ta: 0.06 -0.02 0.21  1.91
C: 2.83 0.85 1.81  -1.13
N: 2.67 0.05 0.56  0.12
C: 3.24 0.86 -0.56  -0.97
C: 2.78 0.51 -1.97  -0.62
C: 1.58 1.30 -2.46  -0.93
N: 0.28 0.80 -1.98  0.17
C: -0.71 1.00 -2.77  -0.24
C: -2.12 0.82 -2.50  0.75
C: -3.05 1.05 -3.53  -0.97
C: -4.40 0.98 -3.28  -0.82
C: -4.85 0.70 -2.00  -0.63
C: -3.96 0.48 -0.96  -0.51
C: -2.60 0.53 -1.22  0.44
O: -1.71 0.28 -0.25  0.26
C: 3.53 -1.15 0.82  -1.59
C: 3.41 -2.40 -0.06  -0.17
C: 2.56 -3.48 0.61  -1.39
N: 1.31 -2.89 1.10  -0.05
C: 0.84 -3.34 2.18  -0.58
C: -0.33 -2.82 2.90  1.41
C: -1.00 -3.64 3.80  -0.78
C: -2.07 -3.16 4.54  -0.88
C: -2.46 -1.83 4.42  -0.64
C: -1.79 -0.98 3.55  -0.65
C: -0.75 -1.49 2.78  -0.41
O: -0.13 -0.68 1.87  0.00
H: 3.90 1.03 1.99  0.49
H: 2.42 0.29 2.65  0.27
H: 2.32 1.80 1.73  0.30
H: 4.33 0.78 -0.51  0.57
H: 2.98 1.90 -0.36  0.59
H: 2.58 -0.55 -2.08  -0.12
H: 3.61 0.73 -2.65  0.58
H: 1.57 1.32 -3.55  0.84
H: 1.66 2.34 -2.12  -0.03
H: -0.49 1.41 -3.76  0.40
H: -2.68 1.30 -4.52  0.47
H: -5.11 1.16 -4.08  0.46
H: -5.92 0.67 -1.80  0.48
H: -4.30 0.28 0.04  0.55
H: 3.35 -1.46 1.85  0.79
H: 4.56 -0.79 0.78  0.51
H: 4.41 -2.82 -0.22  0.50
H: 3.02 -2.16 -1.05  0.15
H: 3.13 -3.91 1.44  0.57
H: 2.35 -4.29 -0.09  0.28
H: 1.33 -4.19 2.68  0.41
H: -0.68 -4.66 3.93  0.50
H: -2.60 -3.81 5.23  0.46
H: -3.27 -1.44 5.01  0.48
H: -2.05 0.06 3.45  0.51
O: 0.68 -1.86 -1.37  -0.36
C: -0.26 -2.49 -2.25  -1.12
C: -1.51 -2.88 -1.51  0.73
C: -2.46 -3.72 -2.07  -1.07
C: -3.59 -4.03 -1.33  -0.54
C: -3.72 -3.49 -0.06  -0.95
C: -2.73 -2.66 0.41  -0.23
N: -1.63 -2.36 -0.29  0.46
H: 0.83 -2.46 -0.60  -0.06
H: 0.21 -3.36 -2.71  0.68
H: -0.48 -1.77 -3.04  0.38
H: -2.32 -4.12 -3.07  0.56
H: -4.35 -4.68 -1.74  0.46
H: -4.59 -3.70 0.55  0.52
H: -2.81 -2.21 1.40  0.43
C: 1.84 5.48 2.02  -1.01
Si: 0.94 5.09 0.43  -0.10
C: 2.08 5.28 -1.05  -0.99
C: -0.66 6.00 0.20  -0.98
C: 0.55 3.25 0.52  -0.19
C: 0.35 2.05 0.56  0.25
H: 2.17 6.52 2.02  0.38
H: 2.72 4.84 2.15  0.32
H: 1.19 5.33 2.89  0.34
H: 2.44 6.31 -1.09  0.42
H: 1.56 5.08 -1.99  0.30
H: 2.96 4.64 -0.99  0.33
H: -0.48 7.07 0.08  0.35
H: -1.32 5.87 1.06  0.33
H: -1.19 5.65 -0.69  0.31

Values from the calculation:
electronic energy = -2034.81209 hartree
relative energy (zero: lowest compared OMol25 entry of this formula, charge and spin) = 0.00 kcal per mole
net charge = +2
lowest unoccupied orbital energy = -6.5 eV
HOMO energy = -14.36 eV

Entry 3:
Computed, not measured: a cluster of 2 separate species, C10H16 in total at a distorted geometry, with ωB97M-V/def2-TZVPD.

Each line ends with the Mulliken charge.
Atoms and positions in Å:
C: -3.99 -1.43 -0.59  -1.07
C: -2.66 -1.04 -1.33  -0.77
C: -1.49 -0.87 -0.40  0.46
C: -1.53 0.08 0.60  -0.43
C: -0.38 0.30 1.38  -0.54
C: 0.64 -0.63 1.43  -0.52
C: 0.64 -1.66 0.47  -0.51
C: -0.48 -1.81 -0.34  -0.40
H: -3.75 -1.50 0.48  0.35
H: -4.18 -2.46 -0.86  0.34
H: -4.78 -0.69 -0.72  0.29
H: -2.59 -1.60 -2.26  0.48
H: -2.77 0.03 -1.68  0.29
H: -2.39 0.71 0.71  0.42
H: -0.30 1.13 2.03  0.47
H: 1.40 -0.64 2.20  0.40
H: 1.30 -2.51 0.47  0.40
H: -0.42 -2.61 -1.07  0.32
C: 3.31 2.04 0.65  -0.61
C: 3.69 2.22 -0.82  -0.79
H: 3.36 3.05 1.17  0.30
H: 2.21 1.93 0.69  0.03
H: 3.95 1.36 1.20  0.30
H: 4.69 1.76 -0.91  0.24
H: 3.50 3.24 -1.11  0.29
H: 3.01 1.59 -1.39  0.23

Values from the calculation:
electronic energy = -390.58527 hartree
relative energy (zero: lowest compared OMol25 entry of this formula, charge and spin) = 31.76 kcal per mole
lowest unoccupied orbital energy = 1.0 eV
HOMO energy = -8.95 eV
SMILES = CCc1ccccc1.CC

Entry 4:
Computed, not measured: a cluster of 2 separate species, C5H9NO in total at a distorted geometry, with ωB97M-V/def2-TZVPD.

Each line ends with the Mulliken charge.
Atoms and positions in Å:
C: 2.00 -1.18 0.38  -1.04
C: 1.27 0.16 0.62  0.36
C: -0.03 0.40 0.26  -0.50
C: -0.17 1.83 0.24  -0.41
C: 1.00 2.41 0.56  -0.53
N: 1.93 1.35 0.77  -0.15
H: 1.43 -1.59 -0.45  0.27
H: 1.88 -1.85 1.22  0.28
H: 2.98 -0.92 -0.01  0.33
H: -0.68 -0.33 -0.19  0.36
H: -1.09 2.34 0.01  0.38
H: 1.37 3.38 0.81  0.38
H: 2.65 1.52 1.47  0.28
O: -4.74 -3.42 -2.18  -0.63
H: -5.23 -2.61 -2.18  0.31
H: -3.97 -3.25 -1.62  0.32

Values from the calculation:
electronic energy = -325.88381 hartree
relative energy (zero: lowest compared OMol25 entry of this formula, charge and spin) = 33.72 kcal per mole
lowest unoccupied orbital energy = 0.7 eV
HOMO energy = -8.28 eV
SMILES = Cc1ccc[nH]1.O